No. 1
This record from the Open Molecules 2025 dataset describes 12 unconnected molecules or ions with the total composition C48H102Cl3F6N11O12S6. The level of theory is ωB97M-V/def2-TZVPD.

XYZ file:
```
188
Properties=species:S:1:pos:R:3
C -7.84123 -2.46219 -2.83227
C -7.58959 -1.90599 -4.23634
C -6.22343 -1.37947 -4.47587
C -5.64608 -0.12522 -3.74470
N -4.11586 0.16941 -4.02487
C -3.86092 0.48255 -5.50552
C -4.13834 1.89322 -5.77623
C -3.89593 2.58411 -4.40197
C -3.70022 1.57185 -3.31696
C -3.17546 -1.01025 -3.69165
H -8.82031 -2.93371 -2.74765
H -7.99893 -1.68778 -2.08158
H -7.13558 -3.24548 -2.55548
H -8.20602 -1.02134 -4.39606
H -7.83867 -2.70510 -4.93454
H -6.03638 -1.18308 -5.53159
H -5.50894 -2.17381 -4.25995
H -5.69218 -0.20637 -2.65870
H -6.12080 0.75655 -4.17506
H -2.81285 0.31713 -5.75507
H -4.38970 -0.19321 -6.17771
H -3.30575 2.08303 -6.45362
H -5.06636 1.96429 -6.34354
H -3.03257 3.23636 -4.27053
H -4.73020 3.24728 -4.17331
H -2.64699 1.41573 -3.08365
H -4.34774 1.56691 -2.44015
H -3.49745 -1.35792 -2.71004
H -2.15041 -0.65192 -3.78641
H -3.27783 -1.70419 -4.52596
C 1.18349 -0.25530 4.40468
C 2.39072 0.73867 4.30485
C 2.97252 1.27788 5.65762
C 3.48537 0.20147 6.61714
N 4.00977 0.69087 8.02529
C 5.24779 1.68571 7.86623
C 5.94547 1.54352 9.23148
C 6.04524 0.05817 9.44802
C 4.73348 -0.47008 8.83807
C 2.85819 1.21502 8.83367
H 0.89977 -0.63114 3.42166
H 0.31917 0.31864 4.73882
H 1.35399 -1.14101 5.01668
H 2.15320 1.49755 3.55934
H 3.21598 0.19516 3.84479
H 2.08830 1.80933 6.00950
H 3.69117 2.06276 5.42182
H 4.35007 -0.22804 6.11126
H 2.81054 -0.61482 6.87477
H 4.70743 2.63003 7.80011
H 5.68734 1.41349 6.90665
H 5.36381 2.00769 10.02793
H 6.89884 2.05240 9.37364
H 5.99372 -0.22351 10.49974
H 6.86404 -0.53619 9.04258
H 3.98601 -0.96732 9.45625
H 5.03484 -1.29280 8.18969
H 2.08461 0.44855 8.88040
H 2.50273 2.02574 8.19768
H 3.28723 1.47891 9.80031
C -4.67312 6.65824 -0.25477
C -3.21889 6.47775 0.06996
C -2.43244 6.05902 -1.14365
C -1.01321 5.64238 -0.70996
N -0.29797 4.73048 -1.73202
C 1.08348 4.34545 -1.26847
C 1.99089 4.02713 -2.41189
C 1.30354 4.76181 -3.62112
C -0.05479 5.45925 -3.09807
C -1.17281 3.42577 -2.00456
H -4.93704 6.35610 -1.26826
H -5.04042 7.68014 -0.16036
H -5.24084 6.14957 0.52435
H -3.23957 5.68583 0.81866
H -2.80357 7.38143 0.51601
H -2.37515 6.87933 -1.85913
H -2.93153 5.27060 -1.70705
H -1.10910 4.96811 0.14107
H -0.30884 6.47187 -0.64747
H 0.99268 3.46251 -0.63579
H 1.40393 5.26456 -0.77791
H 1.90961 2.96315 -2.63421
H 3.05136 4.25345 -2.30110
H 1.11446 4.17086 -4.51729
H 1.99346 5.51573 -4.00020
H -0.89287 5.37881 -3.79035
H 0.03737 6.50011 -2.78788
H -1.30987 3.01892 -1.00267
H -0.67947 2.74551 -2.69879
H -2.08144 3.75644 -2.50770
C -4.62008 -7.71762 -2.90867
C -3.99545 -6.30528 -2.82117
C -2.67603 -6.34866 -3.68215
C -1.83489 -5.12495 -3.82943
N -0.58824 -5.05961 -4.70677
C 0.75865 -5.90808 -4.24785
C 1.58030 -4.67736 -3.64542
C 0.87103 -3.36101 -3.63166
C -0.07229 -3.57553 -4.83052
C -0.85669 -5.72751 -6.06433
H -4.83410 -7.99548 -3.94070
H -5.54982 -7.84991 -2.35534
H -3.95279 -8.48337 -2.51314
H -3.81665 -5.96161 -1.80234
H -4.66914 -5.55252 -3.23056
H -3.02478 -6.81323 -4.60446
H -2.01215 -7.12927 -3.31065
H -1.57650 -4.77843 -2.82881
H -2.57590 -4.37917 -4.11722
H 1.33336 -6.26749 -5.10145
H 0.49563 -6.69934 -3.54583
H 2.40949 -4.52003 -4.33520
H 1.88773 -4.82079 -2.60956
H 1.60414 -2.56436 -3.75812
H 0.34344 -3.21118 -2.68969
H 0.46991 -3.59377 -5.77593
H -0.80444 -2.77697 -4.95035
H -0.07511 -5.53116 -6.79828
H -1.86556 -5.49739 -6.40686
H -0.89224 -6.80950 -5.93733
C 6.23224 1.74819 2.33621
C 6.71112 1.00399 1.06134
N 7.99173 0.35831 1.22830
C 9.28486 0.80987 1.01259
C 10.21304 -0.06223 1.40714
N 9.47761 -1.12215 1.95424
C 8.12979 -0.87038 1.82034
C 10.00677 -2.28939 2.62529
H 5.84860 1.02339 3.05425
H 5.45357 2.45052 2.03869
H 6.92481 2.32887 2.94552
H 6.90040 1.65697 0.20934
H 6.04966 0.22732 0.67746
H 9.48932 1.80791 0.65411
H 11.29092 -0.07546 1.34081
H 7.33666 -1.48471 2.22026
H 10.01636 -3.16143 1.97140
H 9.31383 -2.44883 3.45143
H 11.03485 -2.01734 2.86431
C 3.43668 0.10196 -0.05097
C 2.51325 0.95182 -0.98995
N 1.13655 0.47411 -0.61423
C 0.33188 -0.34583 -1.39070
C -0.91178 -0.55045 -0.68704
N -0.78138 0.15815 0.51877
C 0.43213 0.81993 0.52779
C -1.66027 0.13610 1.70135
H 4.43023 0.19817 -0.48881
H 3.27980 -0.97229 -0.14835
H 3.44520 0.49279 0.96652
H 2.56547 0.83964 -2.07291
H 2.77912 1.96911 -0.70267
H 0.66881 -0.64022 -2.37366
H -1.81513 -1.10621 -0.89069
H 0.96573 1.35955 1.29622
H -2.67360 -0.05108 1.34604
H -1.58884 1.10578 2.19401
H -1.32389 -0.59689 2.43461
Cl 5.55749 1.21647 -2.97057
Cl 0.17801 0.91678 -4.66770
Cl 2.67464 3.64333 1.85377
N -4.45693 -1.17789 -0.11915
S -5.64329 -0.71970 0.63795
O -5.42103 -0.06363 1.93854
O -6.93554 -1.38999 0.39180
F -5.81419 0.62826 -0.22193
S -4.45806 -2.83390 0.21550
O -5.66834 -3.58563 -0.17772
O -3.77750 -3.14192 1.47461
F -3.39985 -3.01663 -0.97202
N -3.96575 4.36257 4.70561
S -4.85373 3.63447 3.44800
O -5.73742 2.51812 3.79381
O -4.29142 3.55215 2.05819
F -5.89078 4.89412 3.26250
S -2.64332 4.06049 4.14802
O -2.18814 4.95439 3.07199
O -2.22435 2.71101 4.11344
F -1.61755 4.64800 5.25416
N 0.90383 -4.84052 1.61624
S 1.98826 -3.80501 0.80222
O 2.59988 -2.81153 1.73436
O 1.64744 -3.35837 -0.57448
F 3.21169 -4.76560 0.50100
S -0.23881 -3.90113 1.46653
O -0.90949 -3.80365 0.19327
O -0.15910 -2.72482 2.37066
F -1.29275 -4.78110 2.31913
```

Summary:
F_max ... 10.78 eV/Å
HOMO energy ... -6.3 eV
Energy above the lowest of the compared OMol25 structures with the same formula, charge and spin ... 0.0 kcal/mol
Charge ... 0

No. 2
This record from the Open Molecules 2025 dataset describes 2 unconnected molecules or ions with the total composition C11H18. The level of theory is ωB97M-V/def2-TZVPD.

XYZ file:
```
29
Properties=species:S:1:pos:R:3
C -0.36647 0.64360 -2.60388
C 0.59375 -0.03343 -1.64232
C 0.76607 -1.40874 -1.76837
C 1.71398 -2.02515 -0.95980
C 2.44808 -1.27078 -0.04886
C 2.17809 0.06507 0.16216
C 1.24182 0.69204 -0.65052
H -0.91127 1.52597 -2.26646
H -1.19236 -0.02228 -2.85884
H 0.26037 0.84723 -3.47405
H 0.31619 -1.97653 -2.57100
H 1.87687 -3.09563 -0.96235
H 3.15919 -1.82941 0.54650
H 2.65100 0.58855 0.98292
H 0.94347 1.73156 -0.60337
C -1.50984 1.62530 2.67357
C -1.53462 0.86973 1.34421
C -0.76813 -0.45002 1.61212
C -2.93321 0.55221 0.83987
H -2.11815 2.54513 2.60240
H -0.50026 1.91516 2.93408
H -2.15937 1.12114 3.39036
H -0.96483 1.39220 0.57633
H -1.36748 -1.08085 2.26868
H -0.46461 -0.98080 0.70900
H 0.20033 -0.20759 2.05235
H -3.42999 1.44132 0.44004
H -2.85172 -0.04133 -0.07622
H -3.51225 0.04032 1.60596
```

Summary:
F_max ... 2.47 eV/Å
HOMO energy ... -9.1 eV
Energy above the lowest of the compared OMol25 structures with the same formula, charge and spin ... 14.4 kcal/mol
Charge ... 0

No. 3
This record from the Open Molecules 2025 dataset describes a molecular structure, C37H39FI2N8O7Sc. The level of theory is ωB97M-V/def2-TZVPD.

XYZ file:
```
95
Properties=species:S:1:pos:R:3
Sc -1.62276 -0.45051 -2.24725
C -5.38397 -1.83240 0.50414
C -4.31459 -1.44348 -0.46733
N -3.28007 -0.75141 -0.18394
O -3.17075 -0.36343 1.14195
C -4.40061 -1.84892 -1.88977
C -5.53937 -2.58015 -2.50803
N -3.38664 -1.46634 -2.57925
O -3.25437 -1.63147 -3.85263
H -5.17664 -1.42667 1.48721
H -5.44884 -2.92068 0.57199
H -6.35542 -1.46820 0.16154
H -2.20798 -0.20348 1.19052
H -6.07419 -3.18123 -1.77309
H -5.15808 -3.22136 -3.30264
H -6.25446 -1.89228 -2.97267
I 1.21632 3.11688 0.20314
C -0.71726 3.38758 -0.54425
C -1.35328 4.63578 -0.40461
C -2.61106 4.83149 -0.89824
I -3.47738 6.72340 -0.68479
C -3.30734 3.77032 -1.53413
C -4.61314 3.85273 -2.07332
C -5.18977 2.75397 -2.64124
C -4.47977 1.53906 -2.66212
N -3.27285 1.42724 -2.17765
C -2.66286 2.52162 -1.64397
C -1.30999 2.31662 -1.19712
O -0.73303 1.17406 -1.39918
H -0.83509 5.44415 0.09308
H -5.14748 4.79264 -2.03134
H -6.18554 2.80180 -3.06282
H -4.91903 0.63873 -3.08233
C -1.69746 2.07982 -5.95342
C -0.88281 1.19031 -5.05681
O -1.34211 0.78891 -3.98951
N 0.36166 0.89961 -5.45871
C 1.24856 -0.01113 -4.73625
C 0.92724 -1.45607 -5.03102
C 1.84175 -2.31223 -5.61901
C 1.45747 -3.62342 -5.85735
C 0.17600 -4.01409 -5.51049
C -0.67186 -3.07907 -4.93042
N -0.30347 -1.82503 -4.68723
H -2.72300 2.09391 -5.59494
H -1.67599 1.72144 -6.98387
H -1.29430 3.09438 -5.92873
H 0.63510 1.19223 -6.38064
H 1.13173 0.18683 -3.67298
H 2.27241 0.22441 -5.01341
H 2.83571 -1.96427 -5.87358
H 2.14927 -4.32633 -6.30644
H -0.16815 -5.02622 -5.68261
H -1.68600 -3.33138 -4.63952
C 4.38974 -3.43897 2.82633
C 4.49923 -2.29921 1.82403
N 3.19451 -1.73380 1.47169
C 2.60917 -2.10341 0.30523
C 1.36556 -1.75182 -0.09543
C 0.95692 -2.19640 -1.47562
O 1.72191 -2.89642 -2.11522
O -0.19178 -1.77293 -1.88853
C 0.53138 -0.97164 0.79063
O -0.62791 -0.66580 0.55654
C 1.19967 -0.51221 2.03044
C 0.52558 0.36218 2.87624
C 1.13081 0.82830 4.00722
F 0.45095 1.65086 4.83816
C 2.43969 0.48162 4.33097
C 3.11306 -0.38824 3.49623
C 2.50768 -0.89856 2.34310
N 3.11884 1.00149 5.47329
C 3.24090 0.08544 6.59316
C 4.35898 0.53901 7.50813
N 4.07461 1.95300 7.95177
C 3.92325 2.87610 6.76453
C 2.79301 2.34908 5.90522
H 5.38228 -3.81571 3.07945
H 3.80818 -4.25990 2.40528
H 3.89840 -3.11339 3.74621
H 4.94613 -2.64876 0.89724
H 5.14591 -1.50579 2.19650
H 3.20635 -2.71450 -0.36113
H -0.48006 0.68029 2.63159
H 4.14120 -0.62726 3.73644
H 3.48323 -0.91204 6.23391
H 2.30184 0.00688 7.16728
H 5.30782 0.56593 6.97782
H 4.44549 -0.08539 8.39379
H 4.79842 2.28619 8.58573
H 3.19672 1.95935 8.47414
H 4.87039 2.86047 6.23116
H 3.72138 3.87703 7.13835
H 2.68245 2.99994 5.04060
H 1.85358 2.40031 6.47462
```

Summary:
F_max ... 0.90 eV/Å
HOMO energy ... -8.8 eV
Energy above the lowest of the compared OMol25 structures with the same formula, charge and spin ... 16.3 kcal/mol
Charge ... +1

No. 4
This record from the Open Molecules 2025 dataset describes a molecular structure, C8H17P2Pt. The level of theory is ωB97M-V/def2-TZVPD.

XYZ file:
```
28
Properties=species:S:1:pos:R:3
C 1.31664 -0.57846 -1.62978
C 0.10330 -0.01426 -2.23988
C -0.92970 -1.07298 -2.16405
C -0.39277 -2.08906 -1.24585
C 1.03150 -1.73729 -1.01513
Pt -0.66576 -0.27827 -0.32598
P -0.67493 1.90968 0.41048
H 2.27906 -0.06117 -1.60885
H 0.08298 0.89667 -2.84128
H -1.86757 -1.09764 -2.72622
H 1.71241 -2.31485 -0.39524
H -0.87466 -3.01884 -0.95372
H -1.78263 2.14291 1.28389
H -0.65020 3.02656 -0.52420
H 0.53682 2.13771 1.15506
C -1.35127 -1.84300 2.54576
P -0.10496 -0.66439 1.95688
C -0.21927 0.61907 3.29329
C 1.52391 -1.43229 2.28420
H -2.33852 -1.45461 2.26248
H -1.28005 -1.92994 3.63787
H -1.19232 -2.81542 2.06515
H -0.13488 0.12156 4.27195
H 0.57662 1.37091 3.21382
H -1.18556 1.13855 3.24261
H 1.61637 -1.65066 3.36028
H 1.61555 -2.36179 1.70705
H 2.33778 -0.75331 1.98885
```

Summary:
F_max ... 8.42 eV/Å
HOMO energy (spin up / spin down) ... -7.1 / -14.1 eV
Energy above the lowest of the compared OMol25 structures with the same formula, charge and spin ... 3.1 kcal/mol
Multiplicity ... 5
Charge ... +1

No. 5
This record from the Open Molecules 2025 dataset describes C4H8S2 in the gas phase. The level of theory is ωB97M-V/def2-TZVPD.

XYZ file:
```
14
Properties=species:S:1:pos:R:3
C -0.45948 1.33410 0.14738
C 1.07883 1.21737 -0.14839
S 1.37985 -0.36056 -0.94095
C 0.42033 -1.38467 0.14474
C -1.09610 -1.26699 -0.11858
S -1.39338 0.28397 -0.96544
H -0.68447 2.38257 -0.08381
H -0.71675 1.03737 1.18711
H 1.43738 1.81510 -1.00303
H 1.67138 1.65229 0.70012
H 0.72183 -1.12724 1.17610
H 0.86909 -2.36732 -0.06111
H -1.67864 -1.17670 0.74273
H -1.54988 -2.03929 -0.77687
```

Summary:
F_max ... 1.86 eV/Å
HOMO energy ... -7.9 eV
Energy above the lowest of the compared OMol25 structures with the same formula, charge and spin ... 25.3 kcal/mol
Charge ... 0

No. 6
This record from the Open Molecules 2025 dataset describes a molecular structure, C4H3CoLiO2. The level of theory is ωB97M-V/def2-TZVPD.

XYZ file:
```
11
Properties=species:S:1:pos:R:3
Co -1.83241 1.38508 2.25833
O -1.32031 0.37682 0.88591
C -0.08548 -0.14809 0.62369
H 1.19578 1.75762 0.27905
H 0.22480 -0.91754 1.34955
C 1.34279 -0.00753 -1.05910
C 1.00755 0.69702 0.09244
C 0.25109 -0.91523 -0.96461
O -0.62336 -1.43680 -1.61407
Li -2.42055 -0.70336 -0.21177
H 2.26010 -0.08801 -1.63942
```

Summary:
F_max ... 2.26 eV/Å
HOMO energy (spin up / spin down) ... -9.6 / -13.1 eV
Energy above the lowest of the compared OMol25 structures with the same formula, charge and spin ... 8.3 kcal/mol
Multiplicity ... 5
Charge ... +1

Which formula does entry 1 have? C48H102Cl3F6N11O12S6

energy above the lowest of the compared OMol25 structures with the same formula, charge and spin of number 6 (C4H3CoLiO2)? 8.3 kcal/mol

energy above the lowest of the compared OMol25 structures with the same formula, charge and spin of number 4 (C8H17P2Pt)? 3.1 kcal/mol